Entry 1:
{"formula": "CHN3OS", "method": "ωB97M-V/def2-TZVPD", "homo_lumo_gap_ev": 9.76, "total_charge": 0, "e_tot_ha": -676.4044, "smiles": "O=C=NS.N#N", "homo_ev": -9.3, "relative_energy_kj_mol": 25.3, "lumo_ha": 0.018, "species": ["O", "C", "N", "S", "H", "N", "N"], "positions_angstrom": [[2.4995, 2.2549, 1.8182], [1.8148, 1.6916, 1.0802], [0.9179, 1.0370, 0.6197], [0.4142, 0.9553, -0.9918], [0.0376, -0.3765, -0.7132], [0.7973, -1.2048, 1.7922], [0.9885, -2.2670, 1.7470]], "atomic_forces_ev_per_a": [[1.35, 0.75, 0.25], [-0.71, 0.00, 1.17], [-0.10, 0.71, -1.31], [-0.62, -2.15, 0.52], [0.15, 1.39, -1.02], [-0.40, 0.95, 0.55], [0.34, -1.64, -0.16]]}

Entry 2:
{"formula": "C4H9N3O", "method": "ωB97M-V/def2-TZVPD", "homo_lumo_gap_ev": 10.50, "total_charge": 0, "e_tot_ha": -397.2766, "smiles": "[H]/N=C\\N(C=O)NCC", "homo_ev": -9.8, "relative_energy_kj_mol": 194.5, "lumo_ha": 0.025, "species": ["H", "N", "C", "N", "C", "O", "N", "C", "C", "H", "H", "H", "H", "H", "H", "H", "H"], "positions_angstrom": [[0.1962, 2.2485, 0.0985], [1.2052, 2.3814, -0.0709], [1.7995, 1.2844, -0.0330], [1.2071, 0.0171, 0.1864], [1.9890, -1.1026, 0.0496], [3.2061, -1.1101, -0.0973], [-0.1051, -0.0425, 0.5664], [-1.0154, -0.3922, -0.4912], [-2.4514, -0.2387, 0.0331], [2.8923, 1.2516, -0.1203], [1.3917, -2.0168, -0.0333], [-0.2515, -0.5279, 1.4421], [-0.8326, -1.4764, -0.7965], [-0.7845, 0.2510, -1.2775], [-3.2303, -0.6546, -0.5952], [-2.6642, 0.8315, 0.1289], [-2.5522, -0.7037, 1.0101]], "atomic_forces_ev_per_a": [[0.35, 0.06, -0.04], [-0.93, 0.53, 0.06], [0.82, -0.21, 0.42], [1.39, 0.34, 0.11], [1.43, -0.31, -0.78], [-1.60, 0.13, 0.32], [-0.43, 0.47, 0.49], [-0.93, -2.87, 1.18], [0.38, 0.70, -0.21], [-0.47, -0.27, -0.20], [-0.13, -0.22, 0.41], [0.18, -0.03, -0.11], [-0.31, 1.18, -0.07], [0.10, 0.93, -1.60], [0.16, -0.20, -0.33], [-0.04, -0.16, 0.20], [0.03, -0.04, 0.16]]}

Entry 3:
{"formula": "C4H14N2O", "method": "ωB97M-V/def2-TZVPD", "homo_lumo_gap_ev": 10.01, "total_charge": 0, "e_tot_ha": -345.5109, "smiles": "CN(C)CCN.O", "homo_ev": -9.1, "relative_energy_kj_mol": 171.4, "lumo_ha": 0.033, "species": ["C", "N", "C", "C", "C", "N", "H", "H", "H", "H", "H", "H", "H", "H", "H", "H", "H", "H", "O", "H", "H"], "positions_angstrom": [[-1.5829, 1.2993, 0.7309], [-0.6574, 0.3872, -0.0021], [-1.4122, -0.4331, -0.9484], [0.0282, -0.3576, 1.0748], [1.1202, -1.3457, 0.6483], [2.2788, -0.7816, -0.0700], [-2.1043, 1.9346, 0.0243], [-2.2254, 0.7474, 1.4289], [-0.9370, 1.9138, 1.3662], [-0.6768, -1.1619, -1.2878], [-1.6684, 0.1281, -1.8515], [-2.3007, -0.8606, -0.4735], [0.4382, 0.4538, 1.6851], [-0.5941, -0.9766, 1.7576], [1.4358, -1.7572, 1.6099], [0.5719, -2.0357, -0.0195], [2.3562, 0.2185, 0.0567], [3.0572, -1.2963, 0.3131], [1.0909, 1.6230, -2.2796], [0.9712, 0.6795, -2.4094], [0.8106, 1.6210, -1.3542]], "atomic_forces_ev_per_a": [[1.42, -0.14, -0.24], [-0.96, 0.35, 1.21], [1.12, 0.12, 0.11], [0.68, 0.10, -0.35], [-0.82, 1.20, -0.44], [-0.87, -0.70, 0.18], [-0.33, -0.02, 0.06], [-0.38, 0.00, -0.36], [-0.27, 0.26, -0.13], [-0.53, -0.56, -0.11], [-0.21, 0.22, 0.34], [-0.01, -0.34, -0.23], [0.28, -0.32, 0.20], [-0.51, 0.45, -0.44], [-0.10, -0.67, -0.29], [0.68, -0.42, 0.61], [0.28, -0.09, 0.19], [0.57, 0.60, -0.31], [-0.15, -0.22, 0.43], [0.26, -0.32, -0.62], [-0.17, 0.50, 0.19]]}